Entry 1:
C5H5FN2 in the gas phase, computed with the ωB97M-V functional and the def2-TZVPD basis.

Output
SMILES: C=C(F)c1c[nH]cn1
Energy above the lowest of the compared OMol25 structures with the same formula, charge and spin: 52.6 kcal/mol
E_LUMO (alpha / beta): 0.29 / 0.29 eV
Highest occupied orbital energy (alpha / beta): -7.85 / -7.86 eV
Molar mass: 112.11 g mol⁻¹
Orbital gap (alpha / beta): 8.14 / 8.15 eV

```
! wB97M-V def2-TZVPD RIJCOSX def2/J DEFGRID3
* xyz 0 1
C -2.703 -0.350 0.833
C -1.234 0.308 0.787
F -1.197 1.378 1.631
C -0.044 0.076 0.013
C 1.229 0.754 0.162
N 2.063 0.190 -0.771
C 1.349 -0.787 -1.381
N 0.102 -0.847 -0.949
H -3.092 0.093 1.685
H -2.964 -1.120 0.174
H 1.622 1.670 0.614
H 3.039 -0.001 -0.689
H 1.829 -1.363 -2.110
*
```



Entry 2:
C5H5FO in the gas phase, computed with the ωB97M-V functional and the def2-TZVPD basis.

Output
SMILES: C=C/C(C=O)=C/F
Energy above the lowest of the compared OMol25 structures with the same formula, charge and spin: 59.5 kcal/mol
E_LUMO: -0.09 eV
Highest occupied orbital energy: -9.40 eV
Molar mass: 100.09 g mol⁻¹
Orbital gap: 9.31 eV

```
! wB97M-V def2-TZVPD RIJCOSX def2/J DEFGRID3
* xyz 0 1
C 2.019 0.260 -0.223
C 0.760 0.523 -0.648
C -0.405 0.020 0.059
C -0.495 -1.089 0.974
O 0.459 -1.716 1.223
C -1.584 0.520 -0.261
F -2.734 -0.289 0.038
H 2.670 0.981 -0.664
H 2.227 -0.357 0.774
H 0.773 1.256 -1.429
H -1.720 -1.381 1.134
H -1.971 1.271 -0.977
*
```



Entry 3:
C5H5FO2 in the gas phase, computed with the ωB97M-V functional and the def2-TZVPD basis.

Output
SMILES: C=C/C(=C/F)C(=O)O
Energy above the lowest of the compared OMol25 structures with the same formula, charge and spin: 20.0 kcal/mol
E_LUMO: -0.19 eV
Highest occupied orbital energy: -9.77 eV
Molar mass: 116.09 g mol⁻¹
Orbital gap: 9.58 eV

```
! wB97M-V def2-TZVPD RIJCOSX def2/J DEFGRID3
* xyz 0 1
C -2.213 -0.063 0.259
C -1.058 -0.641 -0.168
C 0.267 -0.010 -0.192
C 0.409 1.337 -0.195
F 1.595 1.961 0.007
C 1.393 -0.990 -0.031
O 1.248 -2.213 -0.023
O 2.623 -0.512 0.146
H -3.125 -0.552 0.152
H -2.200 0.813 0.779
H -1.096 -1.547 -0.748
H -0.424 2.007 -0.470
H 2.581 0.410 0.485
*
```



Entry 4:
C5H5FOS in the gas phase, computed with the ωB97M-V functional and the def2-TZVPD basis.

Output
SMILES: FC1=C[C@@H]2O[C@@H]2[C@H]1S
Energy above the lowest of the compared OMol25 structures with the same formula, charge and spin: 63.8 kcal/mol
E_LUMO: 0.46 eV
Highest occupied orbital energy: -9.46 eV
Molar mass: 132.16 g mol⁻¹
Orbital gap: 9.93 eV

```
! wB97M-V def2-TZVPD RIJCOSX def2/J DEFGRID3
* xyz 0 1
F -0.135 0.052 2.464
C 0.099 -0.141 1.221
C 1.083 -0.930 0.738
C 1.148 -0.593 -0.734
O 1.484 0.769 -1.027
C 0.094 0.327 -1.130
C -0.694 0.546 0.193
S -2.294 -0.223 -0.054
H 1.995 -1.277 1.433
H 1.643 -1.443 -1.338
H -0.391 0.329 -2.174
H -0.922 1.593 0.626
H -3.108 0.991 -0.216
*
```



Entry 5:
A gas-phase ion, C5H5IN2 (charge +2), computed with the ωB97M-V functional and the def2-TZVPD basis.

Output
SMILES: C=C(I)C=C=[N+]=C=[NH2+]
Energy above the lowest of the compared OMol25 structures with the same formula, charge and spin: 71.8 kcal/mol
E_LUMO: -12.38 eV
Highest occupied orbital energy: -17.09 eV
Molar mass: 220.01 g mol⁻¹
Orbital gap: 4.72 eV

```
! wB97M-V def2-TZVPD RIJCOSX def2/J DEFGRID3
* xyz 2 1
C 0.808 -1.053 -0.513
C 1.806 -0.137 -0.622
I 3.819 -0.504 0.068
C 1.368 1.301 -0.639
C 0.227 1.550 -0.056
N -0.856 1.108 0.470
C -1.582 0.201 0.641
N -2.647 -0.330 0.876
H -0.198 -0.971 -1.019
H 1.092 -2.063 -0.265
H 2.223 1.904 -0.897
H -2.652 -1.091 1.630
H -3.409 0.086 0.325
*
```



Entry 6:
C5H5IOS3 in the gas phase, computed with the ωB97M-V functional and the def2-TZVPD basis.

Output
E_LUMO (alpha / beta): -0.08 / -3.09 eV
Highest occupied orbital energy (alpha / beta): -6.38 / -9.06 eV
Molar mass: 304.20 g mol⁻¹
Orbital gap (alpha / beta): 6.30 / 5.97 eV

```
! wB97M-V def2-TZVPD RIJCOSX def2/J DEFGRID3
* xyz 0 3
C -0.905 -1.381 0.232
C -0.219 -0.236 -0.054
C -0.629 -2.324 1.252
C -0.899 0.829 -0.901
C 2.153 1.445 -0.094
O -1.083 -3.425 1.415
S -2.507 -1.503 -0.579
S -2.110 0.011 -1.923
S 1.227 0.131 0.895
I -1.738 2.438 0.331
H 0.223 -1.981 1.948
H -0.173 1.150 -1.683
H 3.050 1.371 0.429
H 1.543 2.287 -0.097
H 2.066 1.189 -1.171
*
```



Entry 7:
A molecular structure, C5H5IrN7O2S2, computed with the ωB97M-V functional and the def2-TZVPD basis.

Output
E_LUMO: -4.29 eV
Highest occupied orbital energy: -12.51 eV
Molar mass: 451.49 g mol⁻¹
Orbital gap: 8.22 eV

```
! wB97M-V def2-TZVPD RIJCOSX def2/J DEFGRID3
* xyz 1 1
Ir -0.815 -0.854 -0.057
S -2.786 0.436 -0.179
C -2.312 -0.598 1.234
S -2.159 -2.248 1.302
C -2.423 0.791 1.678
C -3.593 1.191 2.433
N -4.527 1.483 3.030
C -1.206 1.529 1.942
N -0.228 2.089 2.161
N 0.961 -1.870 0.360
N 2.061 -1.169 -0.171
C 1.839 -0.158 -1.046
N 2.889 0.433 -1.578
N 0.542 0.102 -1.279
N 0.180 0.990 -2.326
O 1.045 1.662 -2.848
O -0.987 1.008 -2.585
H 1.010 -1.865 1.378
H 0.971 -2.836 0.032
H 2.986 -1.412 0.144
H 3.822 0.102 -1.398
H 2.731 1.195 -2.225
*
```



Entry 8:
C5H5N in the gas phase, computed with the ωB97M-V functional and the def2-TZVPD basis.

Output
SMILES: C=C1CC1=C=N
Energy above the lowest of the compared OMol25 structures with the same formula, charge and spin: 98.0 kcal/mol
E_LUMO: 0.84 eV
Highest occupied orbital energy: -8.34 eV
Molar mass: 79.10 g mol⁻¹
Orbital gap: 9.19 eV

```
! wB97M-V def2-TZVPD RIJCOSX def2/J DEFGRID3
* xyz 0 1
C 1.645 1.170 0.065
C 0.820 0.056 0.143
C 0.460 -1.496 0.109
C -0.543 -0.363 0.034
C -1.745 0.106 -0.078
N -2.880 0.504 0.092
H 1.489 2.234 -0.017
H 2.770 0.876 0.112
H 0.449 -1.874 1.092
H 0.909 -1.961 -0.758
H -3.375 0.748 -0.793
*
```



Entry 9:
C5H5N in the gas phase, computed with the ωB97M-V functional and the def2-TZVPD basis.

Output
SMILES: c1ccncc1
Energy above the lowest of the compared OMol25 structures with the same formula, charge and spin: 1.3 kcal/mol
E_LUMO: 1.05 eV
Highest occupied orbital energy: -9.65 eV
Molar mass: 79.10 g mol⁻¹
Orbital gap: 10.70 eV

```
! wB97M-V def2-TZVPD RIJCOSX def2/J DEFGRID3
* xyz 0 1
C -1.116 -0.339 0.234
C -0.091 -1.275 0.150
C 1.178 -0.824 -0.202
N 1.507 0.465 -0.285
C 0.526 1.355 -0.122
C -0.810 1.003 0.042
H -2.137 -0.652 0.438
H -0.269 -2.330 0.337
H 1.966 -1.533 -0.452
H 0.826 2.402 -0.124
H -1.585 1.763 0.010
*
```



Entry 10:
C5H5N in the gas phase, computed with the ωB97M-V functional and the def2-TZVPD basis.

Output
SMILES: c1ccncc1
Energy above the lowest of the compared OMol25 structures with the same formula, charge and spin: 6.7 kcal/mol
E_LUMO: 0.99 eV
Highest occupied orbital energy: -9.44 eV
Molar mass: 79.10 g mol⁻¹
Orbital gap: 10.43 eV

```
! wB97M-V def2-TZVPD RIJCOSX def2/J DEFGRID3
* xyz 0 1
C 1.125 0.274 0.248
C 0.425 0.995 -0.713
C -0.841 0.526 -1.056
N -1.537 -0.311 -0.286
C -0.896 -0.887 0.730
C 0.479 -0.765 0.911
H 2.167 0.499 0.456
H 0.854 1.863 -1.205
H -1.291 0.768 -2.015
H -1.505 -1.481 1.410
H 1.021 -1.481 1.519
*
```



Entry 11:
2 unconnected molecules or ions with the total composition C5H5N, computed with the ωB97M-V functional and the def2-TZVPD basis.

Output
Energy above the lowest of the compared OMol25 structures with the same formula, charge and spin: 167.6 kcal/mol
E_LUMO: 0.70 eV
Highest occupied orbital energy: -8.19 eV
Molar mass: 79.10 g mol⁻¹
Orbital gap: 8.88 eV

```
! wB97M-V def2-TZVPD RIJCOSX def2/J DEFGRID3
* xyz 0 1
C 0.422 0.912 0.319
C 0.001 -0.243 -0.384
C 1.297 -0.374 0.101
C 2.546 -0.588 -0.095
C -3.180 -0.288 -0.878
N -3.388 0.184 0.208
H 0.618 1.919 0.604
H 2.710 -1.533 -0.582
H 3.367 -0.123 0.413
H -1.224 -0.166 -0.883
H -3.168 0.300 1.177
*
```



Entry 12:
C5H5N in the gas phase, computed with the ωB97M-V functional and the def2-TZVPD basis.

Output
Energy above the lowest of the compared OMol25 structures with the same formula, charge and spin: 164.5 kcal/mol
E_LUMO (alpha / beta): -0.56 / -0.44 eV
Highest occupied orbital energy (alpha / beta): -8.83 / -7.33 eV
Molar mass: 79.10 g mol⁻¹
Orbital gap (alpha / beta): 8.28 / 6.89 eV

```
! wB97M-V def2-TZVPD RIJCOSX def2/J DEFGRID3
* xyz 0 1
C -0.249 -0.539 -0.190
C -1.414 -0.066 -0.435
C -2.675 0.200 -0.102
C 1.350 0.135 -0.156
C 2.678 -0.402 0.305
N -3.807 -0.097 0.220
H 1.522 0.498 -1.157
H 0.957 1.003 0.466
H 2.941 -0.688 1.310
H 3.180 -0.626 -0.605
H -4.483 0.584 0.345
*
```



no.,largest force on an atom (eV/A)
1,10.0
2,4.4
3,4.0
4,3.6
5,5.1
6,5.3
7,0.5
8,4.8
9,0.3
10,0.6
11,7.8
12,2.9